(1)
This record from the OMol25 dataset describes a 2-piece molecular cluster, H2N2O3S overall in a non-equilibrium geometry. The level of theory is ωB97M-V/def2-TZVPD.

Results
Molar mass, g/mol: 110.094
ΔE to the lowest compared entry with this formula, charge and spin, kcal per mole: 87.0
SMILES: O=[N+]([O-])O.N=S
Gap between HOMO and LUMO (spin up / spin down), eV: 7.35 / 7.36

Each line ends with the natural charge from an NBO analysis.
Element x y z (Å)
1 O 2.737 0.016 0.309  -0.340
2 N 1.616 0.154 -0.047  0.748
3 O 1.218 0.562 -1.079  -0.389
4 O 0.740 -0.406 0.860  -0.576
5 H -0.211 -0.320 0.792  0.507
6 N -1.627 -0.057 -0.091  -0.823
7 S -3.119 -0.184 0.390  0.475
8 H -1.355 0.234 -1.134  0.398

---

(2)
This record from the OMol25 dataset describes C5H8O2 as an isolated structure in a non-equilibrium geometry. The level of theory is ωB97M-V/def2-TZVPD.

Results
Molar mass, g/mol: 100.117
ΔE to the lowest compared entry with this formula, charge and spin, kcal per mole: 93.7
Gap between HOMO and LUMO, eV: 9.26

Each line ends with the natural charge from an NBO analysis.
Element x y z (Å)
1 O -1.885 -1.008 0.653  -0.714
2 C -0.915 -0.021 0.825  0.070
3 C 0.492 -0.538 0.941  -0.490
4 C 0.999 -0.367 -0.502  0.098
5 C 0.795 1.127 -0.832  -0.455
6 C -0.612 0.609 -0.932  0.006
7 O -0.164 -0.666 -1.352  -0.528
8 H -1.597 -1.491 -0.142  0.482
9 H -1.291 0.658 1.610  0.187
10 H 1.094 0.053 1.634  0.221
11 H 0.482 -1.580 1.259  0.227
12 H 1.892 -0.924 -0.788  0.195
13 H 0.985 1.874 -0.062  0.209
14 H 1.281 1.406 -1.777  0.227
15 H -1.556 0.867 -0.534  0.266

---

(3)
This record from the OMol25 dataset describes C10H4AuBrNO6 as an isolated structure. The level of theory is ωB97M-V/def2-TZVPD.

Results
Molar mass, g/mol: 511.014
ΔE to the lowest compared entry with this formula, charge and spin, kcal per mole: 0.0
Gap between HOMO and LUMO, eV: 6.39
Net charge: +1

Each line ends with the natural charge from an NBO analysis.
Element x y z (Å)
1 Au 0.613 0.433 0.051  0.739
2 O 0.764 -4.830 -3.229  -0.612
3 C 0.644 -3.717 -2.505  0.402
4 C -0.529 -3.335 -1.855  -0.328
5 C -0.531 -2.165 -1.138  0.088
6 N 0.548 -1.371 -1.033  -0.602
7 C 1.668 -1.757 -1.666  0.157
8 Br 3.141 -0.608 -1.483  0.148
9 C 1.772 -2.905 -2.407  -0.313
10 H -0.059 -5.334 -3.247  0.501
11 H -1.426 -3.938 -1.907  0.247
12 H -1.420 -1.835 -0.620  0.227
13 H 2.691 -3.181 -2.901  0.269
14 O -1.804 5.238 3.846  -0.321
15 C -1.346 4.385 3.162  0.363
16 C -1.325 4.393 1.604  0.366
17 O -1.832 5.174 0.871  -0.318
18 C -0.575 3.108 1.161  0.399
19 C -0.129 2.336 2.422  0.399
20 O 0.487 1.314 2.332  -0.429
21 C -0.593 3.123 3.677  0.366
22 O -0.445 2.769 4.798  -0.318
23 O -0.314 2.702 0.067  -0.429

---

(4)
This record from the OMol25 dataset describes C4H6O in the gas phase in a non-equilibrium geometry. The level of theory is ωB97M-V/def2-TZVPD.

Results
Molar mass, g/mol: 70.091
ΔE to the lowest compared entry with this formula, charge and spin, kcal per mole: 52.3
SMILES: CC1=C[C@H]1O
Gap between HOMO and LUMO, eV: 9.77

Each line ends with the natural charge from an NBO analysis.
Element x y z (Å)
1 C 1.122 -0.449 0.798  -0.652
2 C 0.009 0.237 0.257  0.014
3 C -0.973 1.018 0.066  -0.199
4 C -0.951 -0.281 -0.741  0.039
5 O -0.706 -0.239 -2.113  -0.720
6 H 0.773 -1.205 1.504  0.235
7 H 1.881 0.105 1.281  0.220
8 H 1.543 -1.066 -0.008  0.236
9 H -1.333 1.992 0.116  0.214
10 H -1.660 -1.025 -0.419  0.140
11 H -1.471 -0.673 -2.544  0.474